[1]
Molecular formula: C33H46AsGeN2RhSi3
Method: DFT, ωB97M-V/def2-TZVPD

```
87
Properties=species:S:1:pos:R:3:forces:R:3
N 0.024 -0.427 1.872 -0.03 -0.12 -0.20
H 3.583 3.317 2.044 0.00 0.02 -0.01
C 3.160 3.548 -1.305 -0.04 -0.10 0.03
H 1.966 2.802 1.571 0.00 0.00 -0.01
C -0.479 4.127 -2.496 -0.02 -0.09 -0.04
H 5.814 1.190 0.652 -0.01 -0.02 0.00
H 5.876 -2.927 0.047 0.01 0.01 0.01
C -1.731 -3.507 0.885 0.03 0.06 -0.01
H 3.132 1.631 2.246 0.01 0.00 -0.01
H 5.452 -2.406 -1.568 -0.02 0.00 0.00
C -0.386 -1.558 4.384 -0.01 -0.01 -0.02
H 1.501 -3.167 -0.065 0.00 0.00 0.00
H -1.641 -3.972 4.260 0.00 0.00 0.00
C -1.487 -3.513 3.292 -0.03 -0.05 -0.01
H -1.172 -1.657 -2.423 0.01 -0.01 -0.01
C 5.399 -2.118 -0.522 -0.06 -0.06 0.06
C -0.716 3.903 -1.131 0.05 0.00 -0.03
C -0.825 -2.242 3.232 0.04 0.06 -0.01
C 2.522 1.268 -4.054 0.02 -0.09 -0.04
H 0.553 0.226 5.117 0.00 0.00 0.00
H -0.168 7.492 -2.432 0.00 0.00 0.00
H -5.387 1.372 -3.303 0.01 -0.01 0.00
H -5.735 4.150 -0.017 0.00 0.00 0.01
H 3.641 3.471 -2.279 0.02 0.00 0.01
H -3.023 0.953 -2.751 -0.01 0.00 0.00
H -0.950 4.833 0.817 -0.01 0.02 0.00
H 6.048 2.743 -0.138 0.01 0.01 0.02
H 2.681 -3.794 -1.242 -0.01 0.02 -0.02
C 4.826 -0.831 -3.767 -0.04 0.02 0.00
H 1.998 -2.141 -4.869 -0.01 0.00 -0.01
H -0.538 -1.998 5.362 0.00 -0.01 0.00
C 0.219 -0.333 4.254 0.02 0.02 -0.01
H -0.453 3.301 -3.203 -0.01 0.01 -0.01
H 5.051 -1.887 -3.640 -0.01 0.00 0.00
C -0.606 -1.631 1.992 -0.01 -0.03 0.12
H -6.719 2.987 -1.981 0.00 0.01 -0.01
H 5.789 1.311 -1.118 -0.01 0.02 -0.02
H 0.888 1.161 2.848 -0.01 -0.02 0.01
H 2.269 1.184 -5.121 0.00 0.03 0.00
H -2.334 -3.849 -2.442 0.00 0.00 0.00
C -1.990 -3.430 -1.507 -0.03 -0.06 0.01
N -0.887 -1.630 -0.388 -0.05 -0.19 -0.09
H 4.333 -0.598 2.110 -0.01 0.02 -0.01
H 5.992 -1.220 -0.355 -0.01 0.03 -0.01
C 5.491 1.803 -0.191 -0.10 -0.01 0.03
C -5.691 2.798 -1.696 -0.04 0.02 0.02
H 2.643 -1.150 2.272 -0.03 0.01 0.00
H 2.078 3.604 -1.443 0.01 0.00 0.01
H 1.940 -2.628 -3.183 0.01 0.00 0.02
H 3.977 -2.271 2.518 0.02 0.00 0.00
H -2.422 -5.078 2.213 0.00 0.00 0.00
C -3.600 1.656 -2.162 0.04 -0.03 -0.02
H 0.794 -1.408 -3.804 -0.01 0.01 0.01
H 3.323 1.999 -3.965 0.01 -0.01 0.01
H 0.164 0.465 -1.748 -0.02 0.05 0.04
C 3.015 2.497 1.593 0.03 -0.06 -0.06
H -0.581 7.107 -0.029 -0.01 -0.01 0.01
C -0.279 5.414 -2.960 0.01 0.09 0.04
C -4.914 1.885 -2.476 0.01 -0.02 -0.02
H -0.098 5.595 -4.011 0.00 -0.02 -0.01
C -1.337 -2.201 -1.503 0.04 0.07 0.05
C -0.770 4.985 -0.242 0.03 -0.10 0.11
C -3.817 3.245 -0.295 -0.01 0.04 0.08
C 0.406 0.200 2.977 0.04 0.06 -0.01
H 3.478 4.498 -0.865 0.02 0.01 0.01
C -3.039 2.289 -1.038 -0.05 -0.10 -0.05
Si 3.682 2.215 -0.123 0.14 0.12 0.01
C -0.319 6.484 -2.068 0.00 -0.04 -0.01
H 5.055 -0.574 -4.812 0.00 0.01 -0.01
C -2.186 -4.087 -0.314 0.01 0.02 -0.03
C 1.818 -1.774 -3.850 0.05 0.04 0.02
As 2.559 0.103 -0.790 0.10 -0.03 -0.09
C 3.638 -1.416 1.919 0.01 -0.07 -0.06
H -3.363 3.796 0.520 0.00 0.00 -0.01
Ge -1.118 2.086 -0.596 0.06 0.15 -0.12
Si 3.048 -0.435 -3.575 -0.01 0.05 -0.04
C -1.079 -2.270 0.801 0.00 0.00 -0.02
C -1.919 -4.122 2.166 0.00 -0.01 0.03
Si 3.686 -1.998 0.151 0.08 0.01 0.07
C -5.137 3.458 -0.594 0.01 0.00 0.01
H 1.630 1.625 -3.540 0.00 -0.01 0.02
Rh 0.203 0.159 -0.189 -0.23 0.18 0.33
C -0.558 6.269 -0.712 0.02 0.04 -0.07
C 2.552 -3.411 -0.229 0.01 0.07 -0.01
H -2.693 -5.044 -0.288 0.00 0.00 0.00
H 5.492 -0.226 -3.151 -0.01 0.00 0.01
H 2.810 -4.229 0.451 0.01 0.00 0.01
```
Positions in Å, forces in eV/Å.

Calculated values
**⟨S²⟩**: 6.04
**Net charge**: +4
**Energy above the lowest of the compared OMol25 structures with the same formula, charge and spin**: 247.1 kJ/mol
**LUMO (spin up / spin down)**: -11.8 / -14.2 eV
**HOMO-LUMO gap (spin up / spin down)**: 6.7 / 4.6 eV
**Molecular weight**: 805.44 g mol⁻¹
**Electronic energy**: -181905.3014 eV
**Multiplicity**: 5
**Highest occupied orbital energy (spin up / spin down)**: -18.47 / -18.74 eV


[2]
Molecular formula: C33H46BN9O4PtSSi
Method: DFT, ωB97M-V/def2-TZVPD

```
96
Properties=species:S:1:pos:R:3:forces:R:3
H -6.482 -0.777 3.452 -0.01 -0.02 0.02
N -0.605 4.221 0.813 0.05 0.11 0.24
H -5.031 4.407 0.025 -0.02 0.01 -0.01
O -4.931 1.797 -0.276 0.03 0.06 -0.10
H -3.413 -2.277 1.953 0.00 -0.04 0.02
H -7.560 -1.429 1.250 -0.02 -0.04 0.02
H 4.070 7.872 -2.640 -0.03 0.01 -0.06
H 1.884 5.183 -0.115 -0.04 -0.03 -0.03
H -1.084 6.223 -0.508 -0.07 -0.04 -0.01
C -5.873 3.863 0.455 0.07 -0.13 -0.01
C 2.948 0.013 -1.149 -0.01 0.12 0.11
H 0.855 -5.111 0.642 0.15 0.29 0.39
C -0.594 5.555 -1.216 0.08 0.23 -0.10
H -6.583 -2.108 -3.012 -0.01 -0.02 -0.04
C -4.332 -2.651 1.496 -0.04 0.23 -0.07
S -2.482 0.170 -0.107 1.58 -0.43 0.03
H -1.253 5.427 -2.074 0.00 -0.04 0.01
H -4.769 -1.135 3.730 0.00 -0.01 0.02
C -6.402 2.916 -1.813 0.08 -0.07 0.10
H -2.899 -1.956 -2.283 0.03 -0.05 -0.03
H -8.229 2.422 0.218 -0.01 0.00 -0.03
C -5.487 -1.697 1.775 -0.01 -0.43 0.09
H -5.888 -1.533 -4.538 0.00 0.00 0.00
H -7.497 0.908 -0.331 -0.07 0.02 0.01
H -5.632 3.608 1.487 -0.04 0.02 0.01
O -5.105 -0.738 -1.395 0.02 0.12 0.20
N -0.455 4.286 -0.522 0.01 -0.24 -0.24
C -6.770 -2.167 1.102 0.10 0.21 -0.03
H -7.111 1.547 1.280 -0.05 0.02 0.01
C 1.968 7.676 -3.060 -0.02 0.07 -0.05
H 7.101 0.621 3.310 0.01 0.01 0.00
C -6.153 2.602 -0.344 -0.23 0.19 -0.10
C 5.479 -0.019 1.229 0.13 0.10 0.07
N 6.189 6.029 0.310 -0.62 0.67 -0.61
C 4.295 6.109 -0.607 -0.49 0.24 -0.31
C 3.134 7.398 -2.370 0.18 -0.03 0.11
C 0.728 -3.030 -0.159 -0.11 0.40 -0.02
H 4.922 2.397 0.085 0.00 -0.05 0.03
H 2.725 0.369 1.991 0.06 -0.06 0.01
C -5.687 -1.500 3.269 0.02 0.11 -0.12
H -6.724 -0.401 -3.460 -0.02 -0.02 -0.03
H -0.125 7.280 -3.259 0.01 0.00 -0.01
H 1.985 8.378 -3.882 0.00 -0.01 0.00
H 0.019 2.861 -2.052 -0.07 0.04 0.00
C -4.760 -0.983 -2.783 0.06 -0.13 -0.41
C 6.082 3.730 1.304 -0.03 -0.13 0.08
H -6.610 -2.300 0.032 -0.04 -0.04 -0.01
C -0.157 3.080 -1.012 0.13 0.10 0.09
N 4.213 -0.102 -0.838 0.09 -0.04 -0.24
H -4.703 1.125 -3.285 0.03 -0.03 -0.05
H -7.096 -3.114 1.529 0.02 -0.01 0.01
N 0.321 -1.944 -0.100 -0.39 0.18 -0.03
C 0.731 6.153 -1.645 0.03 -0.08 0.06
H -5.536 3.417 -2.247 -0.01 0.00 -0.01
C -6.073 -1.276 -3.496 0.05 0.05 0.18
C -7.321 1.822 0.246 0.23 -0.11 0.03
H -4.300 -3.038 -2.303 -0.01 -0.02 -0.04
C 0.779 7.052 -2.707 0.00 0.01 0.05
Pt -0.226 0.009 -0.084 -0.80 0.41 0.05
H -7.270 3.566 -1.919 0.00 0.00 0.01
H -5.962 -2.446 3.732 0.00 0.00 0.01
H -3.599 -2.473 -3.829 0.02 0.00 0.00
H 2.584 -0.068 -2.159 0.02 -0.04 0.00
N -0.089 2.220 -0.009 -0.43 -0.34 0.03
C 5.583 2.479 0.940 -0.10 0.12 -0.09
H 6.203 -0.465 0.548 -0.03 -0.08 0.02
H -6.751 4.507 0.446 0.02 0.03 0.01
C 1.896 5.863 -0.958 0.10 -0.03 0.05
C 3.095 6.477 -1.327 -0.22 -0.09 -0.03
C 6.974 3.865 2.367 -0.02 0.15 -0.10
H 0.938 -4.999 -1.217 0.08 0.38 -0.32
B 1.337 -4.427 -0.230 -0.24 -1.07 -0.11
C 7.331 2.737 3.084 0.05 0.00 0.03
C 5.622 4.886 0.572 0.31 -0.56 0.39
C 6.818 1.495 2.737 0.01 0.02 -0.07
H 8.007 2.826 3.924 0.00 0.00 -0.01
N 5.397 6.759 -0.373 0.70 -0.50 0.56
H -4.175 -2.752 0.419 0.00 -0.07 0.01
C -4.076 0.237 -3.387 -0.09 0.03 0.23
N 2.149 0.242 -0.069 0.00 -0.05 -0.05
C 5.956 1.354 1.651 -0.01 -0.03 0.01
H -3.880 0.067 -4.445 0.01 -0.01 0.00
C 2.986 0.234 0.953 0.02 -0.02 -0.10
H -3.121 0.424 -2.887 0.04 0.02 -0.05
H 7.361 4.842 2.628 0.01 -0.04 0.07
Si -4.747 0.215 -0.170 -0.30 -0.17 -0.08
O -5.135 -0.383 1.248 -0.06 0.18 0.09
H -4.548 -3.636 1.907 0.02 -0.02 -0.01
H -6.594 1.995 -2.366 -0.03 0.04 -0.03
H 5.377 -0.675 2.093 -0.05 -0.01 -0.02
O 4.396 4.898 -0.006 0.21 0.22 -0.05
H -0.434 2.568 2.095 -0.05 -0.03 -0.01
C -3.831 -2.191 -2.803 -0.11 0.13 0.15
C -0.390 2.963 1.094 0.14 0.08 -0.09
H 2.532 -4.324 -0.199 0.17 0.09 0.08
N 4.226 0.026 0.500 -0.18 0.00 0.23
```
Positions in Å, forces in eV/Å.

Calculated values
**⟨S²⟩**: 6.03
**Net charge**: +2
**Energy above the lowest of the compared OMol25 structures with the same formula, charge and spin**: 94.8 kJ/mol
**LUMO (spin up / spin down)**: -6.2 / -10.4 eV
**HOMO-LUMO gap (spin up / spin down)**: 6.4 / 2.1 eV
**Molecular weight**: 898.83 g mol⁻¹
**Electronic energy**: -79188.8280 eV
**Multiplicity**: 5
**Highest occupied orbital energy (spin up / spin down)**: -12.59 / -12.52 eV